(1)
Here is 2 unconnected molecules or ions with the total composition C21H19F3N4O7S2 from OMol25. Energies are from wB97M-V/def2-TZVPD.

Geometry (Å):
C -2.232 -2.469 -1.244
O -1.811 -1.551 -0.180
C -0.989 -1.718 0.896
C -0.363 -3.028 1.078
C 0.427 -3.491 0.017
C 1.114 -4.687 0.117
C 0.980 -5.444 1.286
C 0.102 -5.059 2.297
C -0.631 -3.881 2.172
C -1.203 -0.606 1.748
N -1.010 -0.348 3.076
C -0.602 -1.405 3.998
C -1.531 0.862 3.482
C -1.353 1.322 4.875
C -2.228 1.500 2.490
C -3.074 2.705 2.616
S -1.994 0.764 0.985
H -3.142 -3.012 -0.944
H -2.487 -1.750 -2.032
H -1.459 -3.152 -1.620
H 0.473 -2.872 -0.889
H 1.749 -5.001 -0.718
H 1.588 -6.337 1.396
H -0.013 -5.665 3.201
H -1.437 -3.614 2.855
H -0.150 -0.989 4.903
H -1.487 -1.992 4.261
H 0.137 -2.068 3.529
H -1.808 2.313 4.964
H -1.829 0.674 5.621
H -0.287 1.436 5.126
H -2.606 3.390 3.327
H -3.163 3.189 1.636
H -4.087 2.454 2.967
O 3.713 -1.034 -2.377
S 2.589 -0.429 -1.698
O 2.462 0.983 -1.491
C 1.049 -0.918 -2.646
F 1.002 -0.269 -3.814
F 1.025 -2.262 -2.900
F -0.045 -0.597 -1.918
C 2.333 -1.271 -0.152
C 1.469 -0.681 0.820
C 1.953 -0.744 2.125
N 1.895 0.231 3.117
O 1.336 1.315 3.205
O 2.770 -0.202 4.138
N 3.307 -1.434 3.840
C 2.882 -1.704 2.577
C 3.412 -2.608 1.599
N 3.951 -3.898 1.940
O 3.976 -4.267 3.130
O 4.356 -4.632 1.007
C 3.302 -2.212 0.243
H 0.681 0.018 0.568
H 3.888 -2.736 -0.519

Calculated values
Orbital gap, eV: 4.78
Electronic energy, eV: -72189.4691
Charge: 0
M, g/mol: 560.532

Results of the Löwdin charge analysis, in e, for atoms 1 through 2: -0.0103 -0.2129



(2)
Here is a molecular structure, C21H19F4IrN3 from OMol25. Energies are from wB97M-V/def2-TZVPD.

Geometry (Å):
Ir -0.926 -0.217 -0.228
C 0.100 -3.091 0.274
N -1.130 -2.334 0.567
C -2.287 -2.924 -0.134
C -1.385 -2.252 2.021
C -0.569 -1.160 2.702
N -0.745 0.082 1.982
C -0.482 1.279 2.498
C -0.849 2.434 1.739
F -1.468 2.218 0.566
C -0.599 3.707 2.167
F -0.972 4.738 1.432
C 0.055 3.917 3.381
C 0.441 2.827 4.146
F 1.078 3.014 5.285
C 0.176 1.537 3.737
F 0.588 0.519 4.474
H -0.006 -4.134 0.587
H 0.950 -2.654 0.794
H 0.301 -3.079 -0.797
H -2.520 -3.917 0.262
H -2.064 -3.029 -1.195
H -3.166 -2.294 -0.008
H -1.164 -3.212 2.494
H -2.444 -2.036 2.166
H 0.495 -1.427 2.725
H -0.900 -1.080 3.738
H 0.264 4.924 3.717
C -1.924 0.629 -4.533
C -0.678 0.544 -5.135
C 0.447 0.371 -4.346
C 0.313 0.287 -2.964
N -0.917 0.312 -2.401
C -1.999 0.490 -3.157
C 1.444 0.223 -2.033
C 2.772 0.136 -2.437
C 3.783 0.198 -1.492
C 3.491 0.345 -0.123
C 2.181 0.421 0.291
C 1.140 0.286 -0.638
H -2.822 0.790 -5.112
H -0.581 0.623 -6.209
H 1.424 0.312 -4.802
H -2.956 0.522 -2.653
H 3.028 0.047 -3.484
H 4.816 0.163 -1.813
H 4.293 0.403 0.602
H 1.970 0.546 1.347

Calculated values
Orbital gap (alpha / beta), eV: 7.33 / 5.77
Electronic energy, eV: -40243.9409
Spin multiplicity: 6
⟨S²⟩: 8.822
Charge: +2
M, g/mol: 581.613

Results of the Löwdin charge analysis, in e, for atoms 1 through 2: 1.4248 -0.0629



(3)
Here is a molecular structure, C21H20B2F4MnN5O4S from OMol25. Energies are from wB97M-V/def2-TZVPD.

Geometry (Å):
Mn -0.559 -0.154 0.581
C -0.151 -4.290 -0.742
C -0.257 -2.803 -0.662
N -0.500 -2.173 0.515
O -0.675 -2.959 1.550
B -1.320 -2.276 2.758
F -1.437 -3.240 3.699
F -2.484 -1.668 2.323
O -0.386 -1.234 3.304
N -0.378 -0.111 2.572
C -0.249 1.002 3.199
C -0.164 1.122 4.676
C -0.177 2.186 2.299
N -0.499 1.945 1.084
O -0.240 2.995 0.248
B -1.012 3.076 -0.929
F -2.330 2.902 -0.867
F -0.496 3.913 -1.817
O -0.549 1.403 -1.760
N -0.352 -0.603 -1.502
C -0.161 -1.987 -1.758
C 0.017 -2.460 -3.163
C 0.297 3.513 2.775
H -0.506 -4.759 0.170
H 0.887 -4.585 -0.903
H -0.734 -4.662 -1.583
H -0.485 0.196 5.144
H -0.782 1.951 5.021
H 0.865 1.327 4.981
H -0.148 -1.649 -3.870
H -0.688 -3.259 -3.403
H 1.023 -2.850 -3.337
H 0.485 3.507 3.844
H -0.442 4.279 2.539
H 1.212 3.787 2.248
S 1.747 0.712 -3.017
C 3.067 0.633 -1.912
C 4.419 0.663 -2.188
C 5.312 0.598 -1.130
C 4.870 0.492 0.212
C 3.543 0.454 0.510
C 2.594 0.537 -0.553
N 1.292 0.525 -0.394
C 0.561 0.514 -1.657
C -1.598 0.230 -1.680
C -2.450 0.197 -2.857
C -3.796 0.188 -2.673
C -4.375 0.130 -1.380
C -3.577 0.040 -0.221
C -2.232 0.105 -0.363
H 4.782 0.732 -3.204
H 6.374 0.621 -1.330
H 5.608 0.439 1.001
H 3.182 0.360 1.526
H -2.004 0.227 -3.843
H -4.453 0.213 -3.532
H -5.453 0.118 -1.294
H -4.038 -0.110 0.746

Calculated values
Orbital gap (alpha / beta), eV: 6.92 / 6.53
Electronic energy, eV: -92115.9046
Spin multiplicity: 6
⟨S²⟩: 8.898
Charge: +1
M, g/mol: 591.043

Results of the Löwdin charge analysis, in e, for atoms 1 through 2: 0.8636 0.0240



(4)
Here is a molecular structure, C21H20BrClN6O5Os from OMol25. Energies are from wB97M-V/def2-TZVPD.

Geometry (Å):
Os -0.909 1.306 1.028
Br -6.241 -2.821 -1.170
C -4.618 -1.956 -1.112
C -4.294 -1.020 -2.122
C -3.184 -0.220 -2.147
C -2.354 -0.223 -0.984
O -1.428 0.759 -0.821
C -2.409 -1.363 -0.169
C -1.201 -1.740 0.563
N -0.656 -0.768 1.327
C -0.023 -1.141 2.469
C -0.118 -2.396 3.090
C 0.467 -2.576 4.398
C 1.206 -1.597 5.039
C 1.225 -0.249 4.463
C 1.916 0.854 5.035
C 1.896 2.117 4.347
C 1.121 2.237 3.206
N 0.411 1.169 2.693
C 0.547 -0.053 3.223
C -3.541 -2.195 -0.220
H -5.071 -0.920 -2.889
H -2.986 0.403 -3.003
H -0.865 -2.760 0.671
H -0.545 -3.248 2.607
H 0.316 -3.601 4.822
H 1.798 -1.786 5.919
H 2.469 0.672 5.964
H 2.481 2.938 4.729
H 1.257 3.111 2.577
H -3.704 -3.059 0.515
O -4.388 5.957 1.062
Cl -5.482 5.054 1.742
O -6.655 5.974 2.303
O -2.338 1.706 1.856
O 0.474 2.205 0.376
C 0.738 0.133 -4.069
C 2.177 -0.361 -4.289
C 3.102 0.700 -5.007
C 2.844 -1.116 -3.169
N 2.913 -0.487 -1.860
C 2.440 0.658 -1.334
N 2.688 0.694 0.021
N 3.404 -0.445 0.259
N 3.607 -1.122 -0.825
H 0.794 1.223 -3.918
H 0.182 -0.292 -3.191
H 0.110 -0.162 -4.945
H 2.064 -1.133 -5.072
H 4.074 0.196 -5.223
H 3.384 1.600 -4.424
H 2.612 1.036 -5.927
H 3.915 -1.196 -3.429
H 2.511 -2.156 -3.157
H 1.867 1.461 -1.830

Calculated values
Orbital gap (alpha / beta), eV: 5.79 / 4.29
Electronic energy, eV: -126282.1691
Spin multiplicity: 5
⟨S²⟩: 6.249
Energy above the lowest of the compared OMol25 structures with the same formula, charge and spin, eV: 1.420
Charge: +2
M, g/mol: 742.015

Results of the Löwdin charge analysis, in e, for atoms 1 through 2: 1.7627 1.0163



(5)
Here is a single C21H20ClFN2O3S molecule from OMol25. Energies are from wB97M-V/def2-TZVPD.

Geometry (Å):
O 2.666 -1.385 -0.437
C 1.483 -1.201 -0.217
N 0.761 -1.974 0.625
C 1.298 -3.162 1.239
C 0.794 -4.426 0.524
C 1.243 -4.502 -0.950
C -0.040 -4.217 -1.732
C -1.103 -4.730 -0.762
O -0.631 -4.398 0.527
C 0.735 -0.069 -0.843
C 1.196 0.432 -2.058
C 0.540 1.482 -2.663
C -0.545 2.085 -2.039
C -0.974 1.643 -0.781
C -0.347 0.537 -0.218
N -1.940 2.349 -0.044
C -1.801 2.383 1.408
C -0.391 2.733 1.799
C 0.195 3.874 1.257
C 1.496 4.230 1.548
C 2.224 3.424 2.406
F 3.491 3.753 2.705
C 1.681 2.287 2.973
C 0.373 1.951 2.661
Cl -0.282 0.524 3.386
C -2.904 3.133 -0.603
O -3.634 3.843 0.055
C -3.008 3.041 -2.108
S -1.386 3.411 -2.835
H -0.245 -1.913 0.634
H 2.386 -3.108 1.183
H 0.980 -3.192 2.285
H 1.139 -5.305 1.087
H 1.614 -5.501 -1.178
H 2.030 -3.782 -1.162
H -0.161 -3.145 -1.895
H -0.075 -4.726 -2.692
H -1.211 -5.821 -0.854
H -2.083 -4.265 -0.888
H 2.061 -0.023 -2.514
H 0.864 1.863 -3.619
H -0.684 0.172 0.737
H -2.494 3.159 1.752
H -2.110 1.431 1.845
H -0.391 4.492 0.593
H 1.946 5.113 1.125
H 2.271 1.677 3.637
H -3.307 2.040 -2.428
H -3.719 3.780 -2.471

Calculated values
Orbital gap, eV: 8.96
Electronic energy, eV: -57301.0610
SMILES string: O=C(NC[C@@H]1CCCO1)c1ccc2c(c1)N(Cc1ccc(F)cc1Cl)C(=O)CS2
Energy above the lowest of the compared OMol25 structures with the same formula, charge and spin, eV: 0.000
Charge: 0
M, g/mol: 434.920

Results of the Löwdin charge analysis, in e, for atoms 1 through 2: 0.0663 -0.4565



Repeat the fifth record exactly.
Here is a single C21H20ClFN2O3S molecule from OMol25. Energies are from wB97M-V/def2-TZVPD.

Geometry (Å):
O 2.666 -1.385 -0.437
C 1.483 -1.201 -0.217
N 0.761 -1.974 0.625
C 1.298 -3.162 1.239
C 0.794 -4.426 0.524
C 1.243 -4.502 -0.950
C -0.040 -4.217 -1.732
C -1.103 -4.730 -0.762
O -0.631 -4.398 0.527
C 0.735 -0.069 -0.843
C 1.196 0.432 -2.058
C 0.540 1.482 -2.663
C -0.545 2.085 -2.039
C -0.974 1.643 -0.781
C -0.347 0.537 -0.218
N -1.940 2.349 -0.044
C -1.801 2.383 1.408
C -0.391 2.733 1.799
C 0.195 3.874 1.257
C 1.496 4.230 1.548
C 2.224 3.424 2.406
F 3.491 3.753 2.705
C 1.681 2.287 2.973
C 0.373 1.951 2.661
Cl -0.282 0.524 3.386
C -2.904 3.133 -0.603
O -3.634 3.843 0.055
C -3.008 3.041 -2.108
S -1.386 3.411 -2.835
H -0.245 -1.913 0.634
H 2.386 -3.108 1.183
H 0.980 -3.192 2.285
H 1.139 -5.305 1.087
H 1.614 -5.501 -1.178
H 2.030 -3.782 -1.162
H -0.161 -3.145 -1.895
H -0.075 -4.726 -2.692
H -1.211 -5.821 -0.854
H -2.083 -4.265 -0.888
H 2.061 -0.023 -2.514
H 0.864 1.863 -3.619
H -0.684 0.172 0.737
H -2.494 3.159 1.752
H -2.110 1.431 1.845
H -0.391 4.492 0.593
H 1.946 5.113 1.125
H 2.271 1.677 3.637
H -3.307 2.040 -2.428
H -3.719 3.780 -2.471

Calculated values
Orbital gap, eV: 8.96
Electronic energy, eV: -57301.0610
SMILES string: O=C(NC[C@@H]1CCCO1)c1ccc2c(c1)N(Cc1ccc(F)cc1Cl)C(=O)CS2
Energy above the lowest of the compared OMol25 structures with the same formula, charge and spin, eV: 0.000
Charge: 0
M, g/mol: 434.920

Results of the Löwdin charge analysis, in e, for atoms 1 through 2: 0.0663 -0.4565